Arrangement 1

The following is a quantum chemistry calculation of a single H4N2OS2 molecule, from the OMol25 dataset.

Summary:
- orbital gap (eV) = 7.650

Geometry (Å):
S1 -2.68 0.35 -0.42
S2 -0.35 -1.34 0.55
O1 -1.35 -1.97 -0.32
N1 -1.32 0.55 0.67
N2 0.76 -0.79 -0.44
H1 -0.70 1.25 0.27
H2 -1.67 0.72 1.57
H3 1.11 0.12 -0.32
H4 0.47 -0.94 -1.39

=====

Arrangement 2

The following is a quantum chemistry calculation of a single H4N2OS2 molecule, from the OMol25 dataset.

Summary:
- orbital gap (spin up / spin down) (eV) = 7.906 / 7.903

Geometry (Å):
S1 1.84 0.63 0.27
S2 -1.17 0.65 -0.42
O1 0.50 -1.53 -0.32
N1 -1.56 0.33 1.06
N2 0.70 -0.31 -0.73
H1 -1.30 1.10 1.73
H2 -1.55 -0.48 -1.04
H3 0.83 -0.05 -1.64
H4 1.71 -0.34 1.10

=====

Among the structures above, stability is greatest for arrangement 1.